(1)
The following is a DFT calculation (ωB97M-V with the def2-TZVPD basis set) of 13 unconnected molecules or ions with the total composition C46H129N15O13 at a distorted geometry.

Computed properties:
- Energy above the lowest of the compared OMol25 structures with the same formula, charge and spin: 374.3 kJ/mol
- Gap between HOMO and LUMO: 0.3401 Eh

Element x y z (Å)
C -2.40358 1.82496 5.31070
C -3.71646 1.59411 6.04713
C -4.20995 2.82176 6.86999
O -3.48433 2.95818 8.08853
C -3.79858 4.19577 8.67904
N -4.73696 1.13277 5.10979
H -2.52329 2.69323 4.65777
H -2.18267 0.93473 4.72400
H -1.64526 2.10372 6.04178
H -3.55679 0.86960 6.85736
H -5.28008 2.74703 7.08622
H -4.11420 3.72614 6.25774
H -4.88209 4.35479 8.55918
H -3.33491 5.04377 8.16911
H -3.73691 4.22483 9.76615
H -5.50210 0.62396 5.54232
H -4.23129 0.36842 4.66288
C -3.92266 2.84490 -2.84012
C -4.81050 2.10959 -1.85477
C -4.01132 1.28740 -0.80203
O -4.98959 0.73349 0.10457
C -4.53371 -0.43778 0.73791
N -5.63278 3.10021 -1.20019
H -3.20120 2.19504 -3.34375
H -3.27318 3.46758 -2.21654
H -4.37265 3.40343 -3.65672
H -5.45139 1.45907 -2.45824
H -3.33414 1.91116 -0.21890
H -3.56117 0.50290 -1.41597
H -5.12546 -0.56564 1.64200
H -3.48217 -0.27958 1.01940
H -4.47768 -1.33900 0.11696
H -6.16141 2.64413 -0.45946
H -5.03631 3.72679 -0.66303
C -0.81172 -0.86785 -1.44839
C 0.20219 -0.86198 -0.28447
C -0.43067 -0.40935 1.02360
O -0.51405 1.00645 0.88023
C -1.10107 1.53882 2.06404
N 0.64385 -2.25542 -0.19479
H -0.26410 -1.14859 -2.35192
H -1.25347 0.10596 -1.66972
H -1.53871 -1.65579 -1.24714
H 1.05376 -0.22945 -0.55865
H 0.08389 -0.66458 1.95326
H -1.43491 -0.85214 1.06609
H -0.49738 1.37701 2.96127
H -2.15609 1.26179 2.06405
H -1.07639 2.63314 2.07939
H 1.17023 -2.29826 0.68046
H 1.29234 -2.50060 -0.96316
C 4.05416 1.81214 -2.11472
C 4.17757 3.22708 -2.77289
C 4.70198 4.20803 -1.77221
O 3.77199 4.51186 -0.75737
C 3.99754 5.69212 -0.01168
N 5.06589 3.06287 -3.90823
H 3.14073 1.81420 -1.50788
H 4.75397 1.59684 -1.30121
H 4.02872 0.98328 -2.81806
H 3.20711 3.56260 -3.14099
H 4.99544 5.10064 -2.34706
H 5.62088 3.92006 -1.24231
H 3.23491 6.45191 -0.20804
H 4.93565 6.20296 -0.24238
H 3.96439 5.41692 1.04252
H 5.92266 2.56496 -3.70485
H 5.34038 3.95427 -4.30783
C -1.21158 0.13840 -4.74624
C 0.29083 0.36189 -4.81213
C 0.86523 -0.55177 -5.90002
O 2.29394 -0.56610 -5.72318
C 2.98556 -1.43295 -6.57034
N 0.65649 1.70020 -5.12639
H -1.70377 -0.00390 -5.70893
H -1.61788 1.01716 -4.23799
H -1.50139 -0.68956 -4.09609
H 0.68723 -0.02764 -3.86200
H 0.63145 -0.33744 -6.94694
H 0.51927 -1.58848 -5.77603
H 2.57269 -1.30480 -7.58586
H 2.91525 -2.49938 -6.34397
H 3.98185 -1.03612 -6.77152
H 1.63511 1.86642 -4.90302
H 0.21556 2.28062 -4.40894
C 0.83569 4.66451 2.76325
C 0.71394 5.98757 3.46124
C 1.26383 7.14876 2.59595
O 2.67063 7.29647 2.82451
C 3.04457 8.65799 2.88296
N -0.69904 6.25653 3.78533
H 0.50133 3.79593 3.33621
H 1.89964 4.41188 2.68107
H 0.34321 4.64599 1.78916
H 1.22369 5.88341 4.42608
H 0.66664 8.05673 2.68479
H 1.18421 6.81234 1.55739
H 2.85171 8.99072 3.91142
H 2.51822 9.24781 2.13075
H 4.11058 8.87985 2.79989
H -0.86173 5.76271 4.66123
H -0.71537 7.21244 4.14126
C -6.48589 -6.01119 -0.89746
C -6.38535 -4.48442 -1.11943
C -5.01035 -4.02719 -1.60006
O -4.13618 -3.89824 -0.48645
C -2.83573 -3.45416 -0.78125
N -7.45704 -4.07512 -2.05513
H -7.30399 -6.19479 -0.19202
H -5.64027 -6.54427 -0.47129
H -6.87748 -6.46278 -1.81107
H -6.50834 -3.94848 -0.17251
H -5.12654 -3.06878 -2.11434
H -4.68804 -4.74711 -2.36021
H -2.46208 -2.87945 0.06931
H -2.69698 -2.67172 -1.53790
H -2.31960 -4.39506 -0.97992
H -7.63321 -3.07772 -2.04046
H -8.28624 -4.50786 -1.66078
C 0.62457 0.72193 5.13093
C 1.78633 1.67906 4.94680
C 2.51629 1.36012 3.65647
O 3.71190 2.09630 3.50867
C 4.24970 2.18045 2.20391
N 1.19242 3.04591 4.93359
H 1.03604 -0.28570 5.22440
H -0.06212 0.86204 4.29636
H 0.08184 0.88475 6.06248
H 2.49185 1.65296 5.78380
H 1.81938 1.55599 2.83483
H 2.78384 0.30859 3.79250
H 3.45681 2.60419 1.57374
H 4.55490 1.20481 1.83252
H 5.02814 2.93883 2.14648
H 1.94907 3.72010 5.04970
H 0.73417 3.19395 5.83112
C 4.20392 -1.37035 1.72779
C 3.40648 -2.66323 1.83885
C 4.20626 -3.87389 2.34782
O 3.39009 -4.97993 2.02706
C 3.94366 -6.24996 2.31582
N 2.18933 -2.29947 2.57465
H 3.51506 -0.64668 1.29199
H 5.06324 -1.39128 1.05051
H 4.60957 -1.01868 2.67935
H 3.24533 -2.98438 0.80784
H 4.52147 -3.76844 3.39151
H 5.12011 -3.93533 1.75092
H 3.27386 -7.05531 2.03495
H 4.15095 -6.26387 3.39443
H 4.97477 -6.41975 1.97971
H 2.39508 -2.11948 3.55234
H 1.65939 -3.17444 2.58569
C -0.65018 -4.55218 -3.24170
C -1.89072 -4.16740 -4.10808
C -1.87396 -2.70317 -4.63247
O -3.22732 -2.27606 -4.48843
C -3.37754 -0.89396 -4.69190
N -1.95749 -5.20749 -5.13191
H 0.26513 -4.72572 -3.80935
H -0.88608 -5.35867 -2.55086
H -0.32874 -3.67040 -2.67271
H -2.75432 -4.16204 -3.44177
H -1.53912 -2.71163 -5.67489
H -1.22511 -2.03765 -4.05774
H -3.10814 -0.35377 -3.77453
H -4.40414 -0.58700 -4.89468
H -2.74890 -0.57604 -5.52907
H -2.62684 -4.88854 -5.83507
H -2.46810 -6.01870 -4.79292
C 4.12599 -6.39378 -2.95537
C 3.91912 -4.88507 -2.80071
C 2.39877 -4.53298 -2.60440
O 2.28281 -3.14034 -2.18608
C 2.57968 -2.23314 -3.22909
N 4.79458 -4.22840 -1.82548
H 3.94851 -6.77185 -3.96123
H 3.64639 -6.99284 -2.18260
H 5.21393 -6.49521 -2.87918
H 4.32055 -4.41798 -3.70677
H 1.98118 -5.03050 -1.72999
H 1.87588 -4.74485 -3.53598
H 3.63478 -1.99781 -3.38628
H 2.12449 -1.23632 -3.17851
H 2.11209 -2.50917 -4.18104
H 4.81648 -4.80075 -0.98159
H 4.17627 -3.47589 -1.51416
C 0.21843 3.44306 -1.78564
O -0.63380 3.03135 -2.57812
N 0.91845 4.58390 -2.04301
N 0.56325 2.82205 -0.62947
H 1.58674 4.79017 -1.32117
H 0.48761 5.18449 -2.72210
H 1.28173 3.21962 -0.05294
H -0.12220 2.15390 -0.25300
C -0.27382 -4.63896 2.46881
O -0.11301 -5.31618 3.48231
N 0.60977 -4.40052 1.46294
N -1.32405 -3.77042 2.41030
H 1.34584 -5.09127 1.44458
H 0.35469 -3.87813 0.63938
H -1.97802 -3.68728 3.16719
H -1.37445 -3.01152 1.75523


(2)
The following is a DFT calculation (ωB97M-V with the def2-TZVPD basis set) of a molecular structure, C23H36N7OSSiY.

Computed properties:
- Energy above the lowest of the compared OMol25 structures with the same formula, charge and spin: 0.0 kJ/mol
- Total charge: +2
- Gap between HOMO and LUMO: 0.2794 Eh

Element x y z (Å)
Y -0.71299 -0.32444 -0.16184
C -2.49870 -2.61351 0.51698
Si -2.09606 -1.98099 2.26270
C -3.63911 -1.80394 3.24982
C -0.86963 -3.14604 3.01490
N -1.36076 -0.46526 1.82031
C -0.74947 0.46784 2.68625
C -0.65505 0.33521 4.06955
C 0.00679 1.27849 4.84283
C 0.60241 2.38208 4.25118
C 0.52195 2.54901 2.87543
C -0.16311 1.60955 2.14106
O -0.26871 1.70182 0.70871
C -0.12744 2.97618 0.10677
C 0.97685 3.21373 -0.67988
C 1.07369 4.44228 -1.32289
C 0.07978 5.39648 -1.15348
C -1.01478 5.13068 -0.33784
C -1.12924 3.90439 0.30376
H -2.94418 -3.60929 0.55800
H -1.60939 -2.75684 -0.12073
H -3.22636 -1.97080 0.00364
H -4.11145 -2.77413 3.42231
H -4.35557 -1.15968 2.73600
H -3.43382 -1.36084 4.22661
H -1.28834 -4.14887 3.12919
H -0.54605 -2.81333 4.00314
H 0.02303 -3.22057 2.38641
H -1.11202 -0.52152 4.54959
H 0.05648 1.14609 5.91491
H 1.12395 3.11574 4.84907
H 0.97113 3.40812 2.39392
H 1.75282 2.46477 -0.77923
H 1.93149 4.65492 -1.94627
H 0.16304 6.35513 -1.64679
H -1.77867 5.88284 -0.19088
H -1.96326 3.68259 0.95818
C 5.72019 -1.13225 -0.16964
C 5.37623 -2.49566 -0.75953
C 5.04050 -2.40535 -2.24466
C 4.27929 -3.19964 0.03728
N 2.96172 -2.52820 -0.09977
C 2.00900 -2.70439 -1.01292
N 1.05302 -1.83250 -0.77395
N 1.45679 -1.15200 0.32510
N 2.59242 -1.55853 0.74019
H 6.55438 -0.68687 -0.71074
H 6.00286 -1.20454 0.88125
H 4.87751 -0.43956 -0.24560
H 6.24119 -3.15577 -0.64820
H 4.22442 -1.69934 -2.43012
H 4.77078 -3.37579 -2.66941
H 5.90073 -2.03888 -2.80325
H 4.49031 -3.20165 1.10414
H 4.13230 -4.22612 -0.29442
H 2.04459 -3.42998 -1.80827
C -4.56153 2.46544 -3.20173
N -3.23200 2.04354 -2.77345
C -2.64565 0.90465 -3.13502
S -1.00133 0.62241 -2.64405
N -3.31859 0.05500 -3.89303
C -2.83537 -1.22300 -4.41340
H -4.77051 3.43320 -2.75730
H -5.32394 1.76397 -2.85934
H -4.61188 2.57022 -4.28734
H -2.65081 2.69318 -2.26652
H -4.25189 0.32388 -4.16666
H -1.75090 -1.21438 -4.44862
H -3.22188 -1.35152 -5.42094
H -3.18119 -2.04743 -3.79149


(3)
The following is a DFT calculation (ωB97M-V with the def2-TZVPD basis set) of a single C2H2FNO2 molecule at a distorted geometry.

Computed properties:
- Energy above the lowest of the compared OMol25 structures with the same formula, charge and spin: 491.1 kJ/mol
- Gap between HOMO and LUMO (spin up / spin down): 0.3539 / 0.3539 Eh

Element x y z (Å)
C -0.32831 -0.67718 -0.56446
C -0.95720 0.58490 -0.08449
N -0.84907 -1.48782 -1.37999
O -2.05114 0.96326 -0.34950
O -1.95673 -1.53908 -1.97089
F -0.13599 -2.75224 -1.51633
H 0.68305 -0.97053 -0.06513
H -0.27723 1.33183 0.54358


Number 1: E_tot -98753.1841 eV. Number 2: E_tot -56659.9156 eV. Number 3: E_tot -10404.0932 eV.